1.
C9H11GdN3O9S | the ωB97M-V functional and the def2-TZVPD basis

Last column: Mulliken spin population.
Cartesian coordinates (Å):
1 Gd -0.28 0.94 -1.27  6.661
2 O -2.99 -2.57 3.82  0.000
3 C -2.56 -1.84 2.76  0.000
4 C -2.47 -0.43 2.76  -0.001
5 C -1.96 0.20 1.60  -0.002
6 N -1.54 -0.47 0.55  0.010
7 C -1.68 -1.79 0.53  -0.002
8 C -2.06 -2.56 1.63  0.000
9 C -1.22 -2.36 -0.82  -0.004
10 O -1.41 -3.52 -1.09  0.004
11 O -0.69 -1.44 -1.59  0.045
12 C -1.93 1.69 1.40  0.000
13 O -2.41 2.36 2.31  0.003
14 O -1.48 2.09 0.31  0.030
15 H -3.19 -1.98 4.55  0.000
16 H -2.77 0.24 3.63  0.000
17 H -1.99 -3.62 1.51  0.000
18 O 0.45 3.50 -4.29  0.007
19 S 0.75 2.36 -3.48  0.007
20 O -0.58 1.52 -3.36  0.110
21 O 0.96 2.74 -2.03  0.024
22 O 1.89 1.52 -3.87  0.003
23 N 1.58 1.38 0.39  0.026
24 C 2.63 0.38 0.53  0.007
25 C 3.00 -0.22 -0.90  0.000
26 N 1.85 -0.31 -1.83  0.063
27 H 1.95 2.12 -0.20  0.004
28 H 1.35 1.76 1.29  0.000
29 H 2.38 -0.54 1.19  -0.001
30 H 3.60 0.84 0.88  -0.001
31 H 3.48 -1.24 -0.79  0.001
32 H 3.76 0.47 -1.43  0.001
33 H 1.54 -1.30 -1.93  -0.001
34 H 2.07 0.08 -2.75  0.004

Total charge   -1
2S+1   8
E_LUMO (spin up / spin down)   0.0851 / -0.0165 Ha
Frontier orbital gap (spin up / spin down)   9.04 / 6.26 eV

2.
C9H11N2O2 | the ωB97M-V functional and the def2-TZVPD basis

Last column: Löwdin charge in e.
Cartesian coordinates (Å):
1 C 1.61 -0.87 2.19  -0.057
2 C 2.11 -1.80 1.29  -0.037
3 C 0.62 0.03 1.81  -0.016
4 C 1.65 -1.85 -0.01  0.024
5 C 0.15 0.01 0.50  -0.157
6 C 0.68 -0.93 -0.39  -0.130
7 C -0.67 0.14 -1.96  -0.278
8 C -0.89 0.87 -0.11  -0.256
9 C -2.33 0.71 0.32  0.004
10 N 0.17 -0.82 -1.69  -0.035
11 N -0.50 2.32 -0.19  0.244
12 O -1.26 0.58 -2.89  0.142
13 O 0.72 -1.66 -2.66  0.104
14 H 1.98 -0.84 3.20  0.114
15 H 2.88 -2.49 1.61  0.120
16 H 0.23 0.73 2.53  0.120
17 H 2.02 -2.57 -0.72  0.124
18 H -2.39 0.11 1.23  0.099
19 H -2.92 0.22 -0.45  0.098
20 H -2.80 1.67 0.52  0.089
21 H -0.66 2.79 0.71  0.179
22 H -1.08 2.78 -0.91  0.179
23 H 0.49 2.42 -0.44  0.186
24 H 0.20 -1.56 -3.48  0.139

Total charge   +1
E_LUMO   -0.1276 Ha
Frontier orbital gap   8.93 eV

3.
C9H11N2O3 | the ωB97M-V functional and the def2-TZVPD basis

Last column: Löwdin charge in e.
Cartesian coordinates (Å):
1 C -1.24 -2.18 -0.54  -0.023
2 C -2.54 -1.43 -0.42  0.041
3 C -0.11 -1.45 -0.40  -0.034
4 C -1.37 0.58 0.11  -0.149
5 C -2.57 -0.11 -0.15  -0.089
6 C -0.18 -0.09 -0.02  -0.247
7 C 4.76 -0.38 -0.92  0.134
8 C 4.06 -0.06 0.15  -0.080
9 C -1.33 1.91 0.68  -0.009
10 N -3.91 0.51 0.01  -0.347
11 N 3.32 0.20 1.10  0.229
12 O -4.08 1.33 0.87  0.103
13 O -4.76 0.15 -0.76  0.118
14 O 0.99 0.64 0.03  -0.016
15 H -1.29 -3.23 -0.93  0.131
16 H -3.33 -2.10 -0.68  0.118
17 H 0.91 -1.98 -0.53  0.142
18 H 4.80 -1.55 -1.12  0.153
19 H 5.28 0.23 -1.68  0.106
20 H -1.91 1.86 1.70  0.156
21 H -0.39 2.30 0.91  0.062
22 H -1.80 2.56 0.10  0.049
23 H 2.30 0.33 0.91  0.103
24 H 3.50 0.53 2.10  0.211
25 H 0.89 1.44 -0.50  0.140

Total charge   +1
E_LUMO   -0.1640 Ha
Frontier orbital gap   7.87 eV

4.
C9H11N2S | the ωB97M-V functional and the def2-TZVPD basis

Last column: Löwdin charge in e.
Cartesian coordinates (Å):
1 C 1.87 1.42 0.19  -0.002
2 C 0.53 1.55 0.02  0.005
3 C -0.89 -1.55 -0.03  -0.196
4 C 0.39 -0.91 -0.17  -0.132
5 C 2.41 0.17 0.06  -0.211
6 C -1.47 -0.31 -0.04  -0.426
7 C -1.33 -2.88 -0.06  -0.003
8 C 3.86 -0.23 0.18  -0.007
9 C -3.38 1.86 -0.10  -0.375
10 N 1.64 -1.02 -0.03  0.205
11 N -0.22 0.46 -0.04  0.094
12 S -3.13 0.11 0.13  1.033
13 H 2.35 2.40 0.13  0.141
14 H 0.02 2.48 0.13  0.141
15 H -1.85 -3.20 0.83  0.115
16 H -0.60 -3.57 -0.30  0.084
17 H -2.11 -2.90 -0.73  0.075
18 H 4.38 0.40 -0.64  0.127
19 H 3.93 -1.25 -0.24  0.097
20 H 4.25 0.07 1.14  0.091
21 H -2.77 2.59 0.35  0.019
22 H -4.46 2.06 0.30  0.096
23 H -3.41 2.24 -1.09  0.030

Total charge   +1
E_LUMO (spin up / spin down)   -0.1914 / -0.1914 Ha
Frontier orbital gap (spin up / spin down)   6.90 / 6.90 eV

5.
C9H11N3 | the ωB97M-V functional and the def2-TZVPD basis

Last column: Löwdin charge in e.
Cartesian coordinates (Å):
1 C -1.10 -1.87 -2.45  -0.152
2 C -1.85 -0.74 -2.77  -0.138
3 C 1.07 0.04 2.64  -0.094
4 C -0.35 -0.04 2.35  -0.102
5 C 1.96 0.09 1.63  -0.081
6 C -0.88 0.10 1.17  -0.055
7 C 1.46 -0.27 0.29  -0.099
8 C -0.01 0.40 0.00  -0.424
9 C 0.13 1.86 -0.29  -0.043
10 N -0.30 -1.60 -1.45  0.099
11 N -1.46 0.22 -1.96  0.099
12 N -0.51 -0.32 -1.20  -0.148
13 H -1.00 -2.81 -2.91  0.085
14 H -2.43 -0.63 -3.71  0.112
15 H 1.38 0.20 3.60  0.071
16 H -1.00 -0.38 3.21  0.123
17 H 2.89 0.30 2.05  0.085
18 H -1.99 0.20 1.12  0.132
19 H 2.23 -0.11 -0.48  0.114
20 H 1.27 -1.37 0.16  0.118
21 H 0.88 2.02 -1.00  0.058
22 H 0.44 2.40 0.72  0.138
23 H -0.83 2.31 -0.73  0.105

SMILES string   C[C@]1(n2nccn2)C=CC=CC1
E_LUMO   0.0301 Ha
Frontier orbital gap   9.42 eV

6.
C9H11N4O | the ωB97M-V functional and the def2-TZVPD basis

Last column: Mulliken spin population.
Cartesian coordinates (Å):
1 C -0.35 -0.30 3.19  0.010
2 C -0.55 1.12 3.24  0.008
3 C 1.74 -0.50 -1.89  0.330
4 C 0.66 -0.53 -2.67  0.471
5 C 1.66 0.03 -0.56  0.158
6 C 0.63 0.39 0.12  0.688
7 C 3.00 -0.16 0.11  0.041
8 C -0.76 -0.41 -2.23  0.006
9 C -2.32 0.16 -0.22  -0.001
10 N 0.16 -0.65 2.08  0.031
11 N -0.18 1.55 2.02  0.012
12 N 0.19 0.49 1.38  0.001
13 N -1.12 0.43 -1.05  0.122
14 O 3.93 0.52 -0.02  0.009
15 H -0.59 -1.11 3.91  0.002
16 H -0.80 1.68 4.03  0.002
17 H 2.79 -0.81 -2.24  0.006
18 H 0.58 -0.68 -3.77  0.009
19 H 2.95 -1.09 0.57  0.021
20 H -1.59 -0.17 -2.99  0.013
21 H -1.10 -1.42 -1.91  0.077
22 H -2.50 0.93 0.51  0.000
23 H -3.29 -0.05 -0.70  0.006
24 H -2.09 -0.76 0.50  0.001
25 H -1.06 1.37 -1.43  -0.022

Total charge   +1
2S+1   3
E_LUMO (spin up / spin down)   -0.1811 / -0.2734 Ha
Frontier orbital gap (spin up / spin down)   5.65 / 6.21 eV

7.
C9H11NO | the ωB97M-V functional and the def2-TZVPD basis

Last column: Löwdin charge in e.
Cartesian coordinates (Å):
1 C 1.00 1.46 -1.31  -0.025
2 C -1.20 2.00 -2.17  -0.106
3 C -1.13 0.52 -0.28  -0.440
4 C -0.35 -0.45 0.51  -0.106
5 C 0.57 -1.34 0.03  -0.068
6 C 1.23 -2.31 0.79  -0.077
7 C 1.03 -2.31 2.14  -0.099
8 C 0.01 -1.56 2.63  -0.141
9 C -0.64 -0.63 1.97  0.003
10 H 1.57 1.14 -0.45  0.086
11 H 1.23 2.63 -1.30  0.127
12 H 1.01 1.03 -2.20  0.032
13 H -1.05 1.79 -3.22  0.085
14 H -1.11 3.22 -1.77  0.171
15 H -2.23 1.79 -2.00  0.056
16 H 0.91 -1.44 -0.99  0.108
17 H 2.05 -2.84 0.24  0.124
18 H 1.53 -3.01 2.77  0.101
19 H -0.22 -1.66 3.72  0.131
20 H -1.48 0.07 2.19  0.125
21 N -0.48 1.20 -1.31  -0.186
22 O -2.27 0.71 0.00  0.099

SMILES string   CN(C)C(=O)c1ccccc1
E_LUMO   0.0245 Ha
Frontier orbital gap   9.77 eV

8.
C9H11NO2S2 | the ωB97M-V functional and the def2-TZVPD basis

Last column: Löwdin charge in e.
Cartesian coordinates (Å):
1 C -0.82 -0.80 1.06  -0.228
2 C -3.97 1.80 -0.79  -0.213
3 C -2.70 1.32 -0.49  -0.050
4 C -4.93 1.31 0.02  -0.417
5 C -2.90 0.26 0.61  -0.684
6 C 1.17 0.24 -0.69  -0.047
7 C 2.87 -0.71 1.17  -0.059
8 C 0.42 -1.36 1.15  -0.130
9 C 1.53 -0.94 0.35  -0.412
10 N -1.69 0.08 1.18  0.063
11 O -2.84 -2.64 0.15  -0.363
12 O -2.35 -1.71 -2.06  -0.362
13 S -4.52 -0.06 1.05  1.069
14 S -2.02 -1.79 -0.66  0.856
15 H -4.24 2.71 -1.35  0.121
16 H -1.70 1.46 -0.94  0.115
17 H -5.99 1.48 -0.15  0.068
18 H 1.12 1.21 -0.23  0.063
19 H 2.05 0.45 -1.44  0.116
20 H 0.26 0.03 -1.14  0.008
21 H 3.41 -1.46 1.75  0.062
22 H 2.47 -0.10 2.01  0.083
23 H 3.64 -0.25 0.55  0.070
24 H 0.65 -2.14 1.90  0.133
25 H 1.70 -1.82 -0.34  0.137

E_LUMO   -0.0267 Ha
Frontier orbital gap   6.81 eV

9.
C9H11NO3P | the ωB97M-V functional and the def2-TZVPD basis

Last column: Löwdin charge in e.
Cartesian coordinates (Å):
1 C -2.92 -1.39 -1.67  -0.121
2 C -3.04 -0.02 -1.36  -0.113
3 C -1.71 -1.97 -1.48  -0.083
4 C -2.00 0.66 -0.78  -0.074
5 C -0.58 -1.27 -0.99  -0.238
6 C -0.76 0.09 -0.53  -0.151
7 C 0.69 -1.85 -0.88  0.111
8 C 0.36 0.82 0.10  -0.434
9 C 1.09 0.07 1.25  -0.105
10 N -0.12 1.97 0.87  0.011
11 O 3.34 1.21 0.20  -0.389
12 O 2.85 1.58 2.71  -0.237
13 O 3.54 -0.77 1.90  -0.421
14 P 2.81 0.49 1.42  0.227
15 H -3.70 -2.10 -2.00  0.101
16 H -4.08 0.48 -1.34  0.116
17 H -1.62 -2.91 -1.96  0.094
18 H -2.19 1.68 -0.47  0.098
19 H 0.84 -2.87 -0.81  0.038
20 H 1.68 -1.40 -0.78  0.065
21 H 1.02 1.29 -0.72  0.167
22 H 0.30 -0.34 1.95  0.113
23 H 0.62 2.66 0.84  0.062
24 H -0.05 1.74 1.97  0.131
25 H 3.63 2.13 2.56  0.032

Total charge   -1
E_LUMO (spin up / spin down)   0.1196 / 0.0882 Ha
Frontier orbital gap (spin up / spin down)   7.66 / 6.65 eV

10.
C9H11O3 | the ωB97M-V functional and the def2-TZVPD basis

Last column: Löwdin charge in e.
Cartesian coordinates (Å):
1 C -3.13 -1.71 0.51  -0.038
2 C -3.29 -1.24 -0.94  -0.747
3 O -2.41 -1.69 -1.75  -0.100
4 O -4.20 -0.46 -1.21  -0.044
5 H -2.33 -2.44 0.61  0.063
6 H -4.02 -2.09 1.01  0.057
7 H -2.89 -0.83 1.09  0.057
8 C 2.49 2.59 1.16  -0.077
9 C 0.62 -0.84 -0.75  -0.350
10 C -0.08 0.35 -0.46  -0.012
11 C 1.97 -0.90 -0.36  -0.035
12 C 0.53 1.44 0.12  -0.063
13 C 2.56 0.17 0.28  -0.082
14 C 1.86 1.33 0.58  -0.306
15 O 0.09 -1.85 -1.42  0.020
16 H -1.01 0.45 -1.01  0.117
17 H -0.93 -1.78 -1.55  0.041
18 H 2.54 -1.75 -0.71  0.105
19 H 0.07 2.40 0.28  0.103
20 H 3.60 0.12 0.58  0.100
21 H 1.74 3.04 1.77  0.055
22 H 2.86 3.22 0.34  0.072
23 H 3.34 2.44 1.83  0.066

Total charge   -1
E_LUMO   0.1204 Ha
Frontier orbital gap   7.98 eV

Values of relative energy (zero: lowest compared OMol25 entry of this formula, charge and spin), in order: 0.0 41.2 140.4 71.5 75.9 103.5 56.4 125.2 89.7 4.6, all in kcal per mole.